ORCA calculation (wB97M-V/def2-TZVPD) on a molecular structure, C15H7N2O7Zn.

Properties
LUMO level: 2.5 eV
Net charge: -1

Cartesian coordinates (Å):
Zn -0.03 -0.18 -0.02
O -0.02 5.90 -0.05
C 0.02 4.54 -0.04
C 1.21 3.84 0.13
C 1.15 2.46 0.13
N -0.01 1.84 -0.03
C -1.15 2.48 -0.20
C -1.19 3.86 -0.21
C -2.36 1.55 -0.35
O -3.46 2.07 -0.51
O -2.06 0.31 -0.31
C 2.34 1.51 0.32
O 3.45 2.02 0.46
O 2.02 0.28 0.31
H 0.88 6.23 0.07
H 2.16 4.33 0.27
H -2.12 4.38 -0.34
O 0.27 -2.55 -2.32
C 0.13 -2.92 -1.17
N -0.02 -2.12 -0.07
C -0.15 -2.87 1.07
O -0.29 -2.45 2.20
C -0.08 -4.32 0.67
C -0.16 -5.48 1.41
C -0.07 -6.69 0.73
C 0.10 -6.72 -0.65
C 0.18 -5.54 -1.39
C 0.08 -4.35 -0.70
H -0.29 -5.44 2.49
H -0.12 -7.62 1.28
H 0.17 -7.67 -1.16
H 0.31 -5.55 -2.47

natural (NBO) population analysis, charges in e, atoms 1 to 4: Zn 1.68; O -0.66; C 0.35; C -0.32